Below is a structure of composition C23H51N5O6Rb2 in a non-equilibrium geometry, with properties calculated with the ωB97M-V functional and the def2-TZVPD basis.

- orbital gap (spin up / spin down) (eV) = 7.85 / 3.61
- multiplicity = 2
- total charge = +3

Geometry as XYZ:
```
87
Properties=species:S:1:pos:R:3:forces:R:3
Rb 5.4595 0.5687 -2.6651 -0.01 -0.22 0.21
Rb 1.3663 1.4436 -3.7712 -0.12 0.02 0.31
C -3.5179 2.0740 -2.1676 -0.25 0.03 0.20
C -3.5612 1.0924 -1.0107 -0.12 -0.41 0.16
N -3.0398 -0.3357 -1.3050 1.09 -0.60 -0.11
C -1.4879 -0.3062 -1.6114 -0.94 0.42 0.09
C -3.3109 -1.2436 -0.0368 0.86 0.87 0.90
C -2.8230 -0.6152 1.3534 0.17 -0.21 -0.84
C -3.6637 -0.9376 -2.5971 -1.98 0.23 0.64
C -5.2514 -0.8931 -2.7371 0.17 -0.54 0.97
O -5.9656 -1.8834 -1.9870 0.29 0.41 -0.02
C -7.4089 -1.8659 -2.2154 0.59 -0.26 -0.72
H -2.4879 2.4019 -2.3077 -0.26 0.27 -0.35
H -4.1635 2.9155 -1.9165 0.50 0.33 0.57
H -4.0362 1.7950 -3.0850 0.50 -0.68 -0.13
H -4.5681 1.0124 -0.6012 -0.10 -0.48 -0.27
H -2.9770 1.4484 -0.1622 0.30 0.15 -0.32
H -1.1344 -1.2235 -2.0822 -0.55 -0.29 0.26
H -0.8585 -0.0881 -0.7486 -0.52 0.06 0.19
H -1.2997 0.4845 -2.3377 -0.36 0.11 0.16
H -2.7371 -2.1652 -0.1345 0.04 0.09 -0.54
H -4.3604 -1.5381 -0.0258 -0.05 0.44 -0.18
H -3.2739 0.3137 1.7024 -0.36 -0.15 -0.35
H -1.7476 -0.4390 1.3815 0.22 0.22 -0.61
H -2.9018 -1.3307 2.1720 -0.71 -0.34 -0.29
H -3.2675 -1.9454 -2.7224 -0.16 -0.01 0.23
H -3.3658 -0.3441 -3.4615 0.51 0.17 0.37
H -5.4204 -0.9692 -3.8113 -0.10 -0.35 -0.20
H -5.6707 0.0708 -2.4487 0.35 0.40 0.00
H -7.8552 -0.8724 -2.1733 0.28 0.20 0.21
H -7.9257 -2.5229 -1.5159 0.52 0.11 0.20
H -7.5873 -2.2693 -3.2122 -0.08 0.04 -0.11
C 2.6777 0.8424 0.8535 1.22 -0.83 -1.07
C 2.1667 0.7586 -0.5948 0.64 -0.30 -0.44
O 1.1986 1.4637 -0.8681 -1.36 0.49 -0.49
O 2.8122 0.0817 -1.4863 0.20 0.46 0.69
H 2.2228 0.1794 1.5895 -0.47 0.40 -0.23
H 2.7081 1.8858 1.1673 -0.17 -0.23 0.19
H 3.6853 0.4383 0.7563 0.28 0.26 0.44
C 1.2780 -4.7305 -4.2151 2.22 -0.86 -0.11
O 2.4052 -5.0489 -3.7659 -3.12 1.01 -0.72
N 0.8850 -3.4666 -4.5177 0.81 1.55 1.42
C -0.3658 -3.0744 -5.1695 1.14 -1.11 -0.31
C 1.7644 -2.3486 -4.0786 -0.34 -1.33 -0.82
H 0.5057 -5.4398 -4.5506 0.24 -0.37 0.29
H -0.1288 -2.5006 -6.0655 -0.01 0.29 0.04
H -1.0293 -2.5037 -4.5197 -0.15 -0.18 0.06
H -0.7858 -4.0011 -5.5606 -0.59 0.15 0.29
H 1.8004 -1.7488 -4.9881 0.29 0.81 0.38
H 1.4342 -1.8696 -3.1569 -0.47 0.38 -0.16
H 2.7566 -2.7231 -3.8266 -0.07 -0.25 -0.34
C 1.6836 -3.8643 4.1183 1.17 -1.77 0.69
O 2.6251 -4.5541 4.5488 -1.93 1.63 -0.93
N 1.8675 -2.5341 3.8098 0.96 2.16 -1.15
C 0.8184 -1.6637 3.2656 -0.87 -0.83 -0.48
C 3.1422 -1.8428 3.9200 0.59 -0.32 1.00
H 0.6597 -4.2100 3.9078 0.30 -0.17 0.24
H 1.1090 -1.1080 2.3741 0.79 -0.10 0.26
H 0.4970 -0.9266 4.0014 0.07 -0.15 0.28
H -0.0270 -2.2419 2.8925 -0.11 -0.26 0.61
H 3.4743 -1.3133 3.0270 -0.45 -0.29 -0.44
H 2.9898 -1.0250 4.6243 -0.10 0.22 0.30
H 3.9522 -2.4623 4.3050 -0.36 -0.23 -0.10
C -0.7745 3.1498 1.4014 -1.39 -0.40 -0.11
O -1.6283 3.6093 0.6327 1.69 -0.53 0.02
N -1.0408 2.9285 2.6923 -1.31 0.68 1.98
C -0.2240 2.1198 3.5816 0.02 0.06 -0.03
C -2.4151 3.2072 3.2023 0.00 -0.25 0.01
H 0.2185 2.7155 1.2077 0.11 0.55 -0.99
H 0.8407 2.0670 3.3545 -0.07 0.14 -0.67
H -0.6597 1.1209 3.5574 0.13 -0.37 0.36
H -0.2213 2.4912 4.6064 -0.44 0.11 -0.05
H -3.0185 3.6571 2.4138 0.23 -0.16 0.10
H -2.8861 2.2980 3.5758 0.03 -0.56 -0.52
H -2.5217 3.8113 4.1032 0.92 0.57 -0.18
C 6.6162 4.3936 2.1888 -0.58 -0.06 0.29
C 6.1848 3.3643 1.1473 -0.47 0.18 -0.60
C 6.1570 1.8919 1.5295 0.75 -0.04 1.10
C 5.2985 1.6119 2.7012 3.56 1.07 -4.20
N 4.6942 1.3451 3.5961 -3.08 -1.29 3.93
H 7.3997 3.9975 2.8349 0.30 0.29 -0.22
H 5.8315 4.7687 2.8459 -0.21 -0.33 -0.01
H 6.9144 5.2517 1.5865 0.47 0.07 0.47
H 6.9689 3.5079 0.4039 -0.39 -0.44 -0.60
H 5.1992 3.6133 0.7542 0.09 0.37 -0.33
H 7.2046 1.6724 1.7357 -0.03 -0.39 0.76
H 5.9215 1.1259 0.7907 -0.41 0.45 -0.51
```
Positions in Å, forces in eV/Å.

These are the Löwdin partial charges, in e, on atoms 1 to 2: Rb 0.923; Rb 0.904

=====

Below is a structure of composition C23H52CuN8O14 in a non-equilibrium geometry, with properties calculated with the ωB97M-V functional and the def2-TZVPD basis.

- orbital gap (spin up / spin down) (eV) = 8.83 / 6.63
- multiplicity = 2

Geometry as XYZ:
```
98
Properties=species:S:1:pos:R:3:forces:R:3
Cu 2.3931 1.1010 -0.8063 -2.41 -0.70 0.73
C 0.2369 -0.3066 -0.7157 0.87 -0.13 0.72
O 1.3627 -0.6173 -0.1278 0.74 0.07 -0.48
O 0.3297 0.8492 -1.2759 0.00 0.46 -0.41
O -0.7749 -1.0316 -0.6782 0.12 0.22 -0.17
C -1.1174 1.8456 1.6111 -1.20 0.51 -0.56
O -1.6066 1.5170 2.9133 0.71 -0.54 -0.15
C -2.6319 2.2243 3.3539 -0.43 0.42 0.42
O -2.9042 3.3539 3.0383 -0.06 0.00 -0.16
O -3.2970 1.4704 4.2271 -0.11 0.16 -0.16
C -4.4358 2.0588 4.8689 -0.13 -0.18 0.48
H -1.2232 0.9473 1.0079 0.51 -0.12 0.07
H -0.1264 2.2873 1.6053 0.19 -0.31 0.26
H -1.8014 2.5802 1.1754 0.19 0.01 0.02
H -4.7590 3.0031 4.4434 0.33 0.04 -0.23
H -4.1699 2.1924 5.9170 -0.11 0.07 -0.01
H -5.2553 1.3473 4.7965 0.09 -0.09 -0.01
C 1.3429 -3.2789 -3.2375 0.81 0.18 -0.37
C 0.1817 -2.8716 -4.1224 -0.86 -1.23 0.36
O -0.0133 -3.3975 -5.2060 0.34 0.52 -0.07
N -0.6730 -1.9831 -3.5483 0.41 -0.30 -0.30
C -1.8742 -1.4951 -4.1982 0.36 0.41 0.50
H 1.3719 -2.7348 -2.2921 0.20 0.17 -0.12
H 2.2513 -3.1161 -3.8273 0.01 0.41 0.25
H 1.4185 -4.3411 -3.0191 -0.64 -0.11 -0.18
H -0.5605 -1.8460 -2.5566 -0.23 0.38 0.02
H -2.7596 -1.7756 -3.6293 -0.10 -0.08 -0.11
H -1.9364 -1.8607 -5.2159 0.08 -0.18 -0.01
H -1.8117 -0.4050 -4.1992 -0.29 0.03 -0.20
C 2.1118 1.0142 3.1785 0.04 0.81 0.50
C 3.3928 1.0310 2.3956 -0.27 0.24 0.00
O 3.3808 0.8760 1.1782 0.60 -0.05 -0.77
N 4.5224 1.2674 3.0947 -0.32 -0.62 -0.12
C 5.8542 1.0743 2.5642 0.31 0.61 -0.55
H 1.9420 2.0146 3.6014 -0.04 -0.02 -0.21
H 2.1568 0.3741 4.0588 -0.02 -0.34 -0.25
H 1.2883 0.7808 2.5167 -0.05 -0.28 0.06
H 4.3997 1.5342 4.0560 0.15 -0.25 0.11
H 6.4258 0.2432 2.9769 -0.29 0.06 0.52
H 6.3918 2.0154 2.6894 0.31 -0.21 -0.04
H 5.7969 0.8587 1.4993 -0.26 0.20 -0.01
C 2.4167 4.9940 1.1415 -0.76 -0.16 0.76
C 1.5257 4.1890 0.2425 0.49 -0.81 -0.58
O 1.9244 3.1037 -0.2079 0.15 0.08 -0.01
N 0.3282 4.6672 -0.0778 -0.43 0.40 0.31
C -0.6248 4.0472 -0.9820 -0.58 0.43 0.06
H 2.4785 4.4844 2.1083 0.06 -0.19 -0.14
H 1.9657 5.9569 1.3820 0.44 0.23 -0.31
H 3.4183 5.0130 0.7298 0.02 0.35 -0.12
H 0.0235 5.5368 0.3268 0.24 0.03 0.09
H -0.5307 2.9671 -0.9966 0.32 0.01 -0.24
H -0.5539 4.5283 -1.9589 0.24 -0.47 -0.20
H -1.6352 4.2838 -0.6393 0.10 -0.07 0.20
O -4.7778 1.6310 -2.4701 -0.04 -0.17 -0.12
C -4.0523 0.9738 -1.7474 -0.19 0.05 0.32
N -2.6997 1.0457 -1.8322 0.01 0.24 -0.20
C -4.5625 0.1356 -0.5919 0.33 0.10 0.09
H -2.0510 0.5153 -1.2696 -0.11 -0.26 -0.11
H -2.3465 1.6301 -2.5703 0.08 0.03 0.04
H -4.8720 0.8628 0.1627 0.01 -0.18 0.14
H -3.7636 -0.4979 -0.2022 -0.07 0.03 0.14
H -5.4199 -0.4883 -0.8239 -0.06 0.13 -0.32
O -2.2782 -6.0241 -1.6246 0.12 0.01 0.40
C -1.9033 -4.9321 -1.2406 0.19 0.06 -0.85
N -0.5755 -4.6009 -1.2057 -0.83 -0.30 0.27
C -2.8756 -3.8396 -0.8859 -0.34 0.07 0.37
H 0.0642 -5.3452 -1.4150 0.20 0.18 -0.12
H -0.2987 -3.6481 -1.0673 0.20 -0.03 0.17
H -3.8506 -4.3144 -0.8077 -0.03 0.10 0.06
H -2.9395 -3.0580 -1.6436 0.21 -0.09 -0.15
H -2.6221 -3.3499 0.0561 0.04 -0.08 -0.01
O 3.8231 -4.5522 2.0634 -0.15 0.36 -0.09
C 3.1496 -3.6308 1.6330 -0.02 -0.85 -0.18
N 2.3882 -3.7867 0.4990 0.40 0.48 0.81
C 3.0765 -2.3108 2.3473 0.08 0.41 -0.14
H 2.4819 -4.6801 0.0478 -0.05 0.14 -0.33
H 2.0147 -2.9562 0.0661 -0.09 -0.15 -0.26
H 2.2516 -1.6631 2.0554 -0.21 -0.29 -0.07
H 3.9812 -1.7438 2.1114 0.13 -0.18 0.20
H 3.0342 -2.5423 3.4089 0.09 0.16 0.05
O 2.4411 1.7203 -3.1506 0.64 -0.14 0.57
C 1.6266 2.0728 -3.9994 -0.59 0.17 -0.11
N 0.2996 1.9147 -3.8199 0.09 -0.25 0.14
C 2.0420 2.7635 -5.2747 0.33 0.29 0.50
H -0.3660 2.0539 -4.5581 0.16 0.09 -0.16
H 0.0202 1.3784 -3.0009 0.05 0.02 0.03
H 2.5275 2.0614 -5.9485 -0.25 -0.08 -0.14
H 2.7979 3.5089 -5.0226 -0.01 -0.05 0.05
H 1.1969 3.2878 -5.7117 0.02 -0.20 -0.35
O -1.0716 -3.7991 3.5673 0.07 -0.16 0.30
C -1.1949 -2.9381 2.7193 -0.01 0.13 -0.59
N -0.3408 -2.8575 1.6648 -0.09 -0.17 0.47
C -2.2647 -1.8859 2.8550 0.13 0.26 0.90
H -0.4730 -2.2720 0.8535 -0.13 0.21 0.07
H 0.3602 -3.5805 1.6534 0.01 -0.01 -0.26
H -3.0677 -2.3424 3.4307 -0.22 0.03 -0.30
H -2.6167 -1.3561 1.9737 0.08 -0.26 -0.25
H -1.8495 -1.1324 3.5350 -0.01 0.06 -0.17
```
Positions in Å, forces in eV/Å.

These are the Löwdin partial charges, in e, on atoms 1 to 2: Cu 0.761; C -0.844